(1)
20
Properties=species:S:1:pos:R:3 method="wB97M-V/def2-TZVPD" total_charge=0 energy_ha=-328.2728 smiles="CC=O.CCNC" spin_multiplicity=1 max_force_ha_per_bohr=0.0153 e_above_lowest_kcal_mol=28.9 lumo_ev=1.11 gap_ha=0.364
C 2.08 1.18 -1.26
C 1.99 -0.11 -0.50
O 1.86 -1.19 -0.99
H 3.04 1.65 -1.05
H 1.30 1.85 -0.93
H 2.00 1.00 -2.33
H 2.07 0.02 0.60
C -1.51 1.46 0.22
C -1.34 -0.03 -0.04
N -0.64 -0.66 1.06
C -0.54 -2.10 0.92
H -2.26 1.62 1.00
H -0.57 1.89 0.57
H -1.84 1.98 -0.68
H -0.74 -0.19 -0.95
H -2.33 -0.49 -0.22
H -1.11 -0.44 1.93
H 0.05 -2.32 0.03
H -1.52 -2.60 0.83
H -0.01 -2.50 1.78



(2)
22
Properties=species:S:1:pos:R:3 method="wB97M-V/def2-TZVPD" total_charge=+1 energy_ha=-649.2160 spin_multiplicity=3 max_force_ha_per_bohr=0.0881 e_above_lowest_kcal_mol=74.5 lumo_ev="-2.80 / -7.79" gap_ha="0.181 / 0.186"
C -0.75 -0.68 1.40
C -1.18 0.46 0.36
C 0.14 -1.90 0.75
C 0.55 -0.83 -1.35
C -0.09 0.88 -0.56
N 1.10 1.23 0.21
N 1.20 -1.27 -0.06
P -0.43 2.21 -1.93
H -0.25 -0.23 2.29
H -1.80 -1.10 1.58
H -2.05 0.02 -0.18
H -1.54 1.21 1.11
H 0.53 -2.48 1.57
H -0.37 -2.56 0.13
H -0.32 -1.38 -1.65
H 1.21 -0.52 -2.11
H 1.60 1.99 -0.29
H 0.69 1.49 1.06
H 1.58 -0.36 0.36
H 1.90 -2.03 -0.14
H 0.05 3.29 -1.04
H -1.77 2.54 -1.52



(3)
115
Properties=species:S:1:pos:R:3 method="wB97M-V/def2-TZVPD" total_charge=0 energy_ha=-3970.7705 smiles="O=C1C=C(O)C(=O)C=C1O.O=C1C=C(O)C(=O)C=C1O.O=C1C=C(O)C(=O)C=C1O.O=C1C=C(O)C(=O)C=C1O.O=C1C=C(O)C(=O)C=C1O.O=C1C=C(O)C(=O)C=C1O.C[N+](=O)[O-].C[N+](=O)[O-].COC[C@H](C)N" spin_multiplicity=1 max_force_ha_per_bohr=0.0993 lumo_ev=-2.24 gap_ha=0.260
O -5.48 1.95 -4.37
C -6.06 3.05 -4.40
C -6.75 3.53 -3.25
C -7.41 4.73 -3.12
O -8.06 5.06 -1.90
C -7.42 5.73 -4.18
O -7.80 6.90 -3.97
C -6.96 5.19 -5.47
C -6.31 3.94 -5.54
O -5.79 3.48 -6.68
H -6.88 2.94 -2.35
H -8.30 5.99 -1.96
H -6.97 5.65 -6.44
H -5.32 2.66 -6.49
O 4.80 -3.95 -2.48
C 3.98 -4.72 -1.99
C 3.50 -4.59 -0.59
C 2.43 -5.27 -0.09
O 2.07 -5.10 1.14
C 1.71 -6.37 -0.80
O 0.88 -7.09 -0.30
C 2.19 -6.61 -2.11
C 3.21 -5.87 -2.72
O 3.82 -6.26 -3.87
H 4.05 -3.83 -0.05
H 1.49 -5.80 1.46
H 1.90 -7.40 -2.78
H 4.19 -5.52 -4.35
O 3.82 0.00 -6.16
C 2.68 0.36 -6.32
C 2.46 1.47 -7.21
C 1.26 2.03 -7.42
O 1.08 3.14 -8.16
C 0.03 1.44 -6.72
O -1.09 2.01 -6.62
C 0.26 0.26 -5.99
C 1.53 -0.22 -5.74
O 1.80 -1.20 -4.80
H 3.29 1.96 -7.70
H 0.15 3.17 -8.38
H -0.58 -0.16 -5.46
H 2.70 -1.09 -4.48
O -2.26 -5.82 3.05
C -2.37 -5.84 4.27
C -2.77 -6.93 5.07
C -2.81 -6.92 6.44
O -3.15 -7.92 7.23
C -2.52 -5.68 7.26
O -2.63 -5.59 8.51
C -2.14 -4.58 6.40
C -2.05 -4.65 5.08
O -1.46 -3.65 4.43
H -3.00 -7.91 4.67
H -2.85 -8.78 6.92
H -1.66 -3.72 6.83
H -2.05 -3.55 3.68
O 1.70 5.45 -4.06
C 1.66 5.57 -2.84
C 1.01 4.57 -2.05
C 1.05 4.60 -0.69
O 0.45 3.66 0.05
C 1.84 5.63 0.11
O 1.92 5.70 1.33
C 2.54 6.58 -0.77
C 2.45 6.64 -2.13
O 3.18 7.58 -2.87
H 0.39 3.75 -2.37
H 0.68 3.64 0.99
H 3.13 7.33 -0.27
H 2.96 7.38 -3.78
O 6.89 3.63 2.68
C 6.13 3.01 1.92
C 5.33 1.88 2.40
C 4.56 1.09 1.60
O 3.80 0.17 2.20
C 4.36 1.38 0.15
O 3.60 0.76 -0.63
C 5.09 2.55 -0.35
C 5.93 3.19 0.47
O 6.68 4.26 0.03
H 5.21 1.99 3.47
H 3.18 -0.16 1.54
H 4.97 2.91 -1.36
H 7.30 4.38 0.75
C -1.90 -0.63 -1.23
N -1.70 -1.68 -0.15
O -2.67 -2.14 0.41
O -0.56 -1.86 0.23
H -2.47 -1.01 -2.08
H -0.91 -0.35 -1.61
H -2.41 0.17 -0.69
C -4.16 -5.76 -1.77
N -3.62 -5.50 -3.12
O -2.87 -4.49 -3.35
O -4.07 -6.27 -4.04
H -3.46 -6.47 -1.34
H -5.15 -6.24 -1.71
H -4.13 -4.89 -1.12
C 0.44 0.48 9.33
O 1.02 0.98 8.14
C 0.20 0.88 6.98
C 1.10 1.49 5.80
C 1.60 2.95 6.11
N 0.33 1.46 4.57
H 0.39 -0.61 9.33
H -0.49 1.01 9.55
H 0.95 0.90 10.20
H 0.18 -0.13 6.59
H -0.76 1.39 7.00
H 1.89 0.78 5.58
H 2.38 3.24 5.40
H 2.14 2.93 7.05
H 0.84 3.70 6.33
H 0.04 0.51 4.36
H -0.53 1.97 4.68



(4)
14
Properties=species:S:1:pos:R:3 method="wB97M-V/def2-TZVPD" total_charge=0 energy_ha=-411.9033 spin_multiplicity=1 max_force_ha_per_bohr=0.1646 e_above_lowest_kcal_mol=191.8 lumo_ev=-0.35 gap_ha=0.320
H -3.12 1.16 -0.89
N -2.06 1.31 -0.36
C -1.78 0.06 0.01
N -1.04 -0.56 0.96
O -0.50 -1.68 0.51
C 0.63 -1.64 -0.34
N 1.69 -0.78 -0.49
N 1.25 0.27 0.39
C 2.01 1.48 0.31
H -2.30 -0.71 -0.80
H -0.16 -0.11 1.29
H 0.87 -2.58 -1.02
H 2.65 1.56 -0.68
H 1.85 2.21 1.10